Entry from the Open Molecules 2025 dataset: a molecular structure, C9H11EuI2N4S (ωB97M-V/def2-TZVPD).

## Properties
HOMO level (alpha / beta) = -11.05 / -11.06 eV
spin multiplicity = 8
expectation value of S² = 15.789
net charge = +1
calculated total energy = -2272.2276 hartree
orbital gap (alpha / beta) = 5.42 / 5.46 eV

Last column: Löwdin charge in e.
Atoms and positions in Å:
Eu (1.358212, 1.487680, -0.050274)  1.230
C (-2.493646, -0.888280, 0.324852)  -0.030
C (-1.257242, -0.437660, -0.307929)  -0.276
N (-0.972005, 0.879268, -0.297320)  -0.149
N (-2.064778, 1.594555, 0.065335)  -0.061
C (-1.851849, 2.717224, 0.742104)  -0.879
N (-2.971164, 3.291339, 1.266070)  0.085
S (-0.328239, 3.489995, 1.037307)  0.442
C (-0.260354, -1.289043, -0.898467)  -0.228
C (-0.640923, -2.630959, -1.295414)  0.025
C (0.343401, -3.511071, -1.714033)  -0.043
C (1.666558, -3.125198, -1.650011)  -0.047
C (2.018559, -1.835840, -1.249569)  -0.099
N (1.037868, -0.931609, -1.005326)  -0.031
H (-2.643823, -0.362616, 1.283154)  0.106
H (-2.416271, -1.938506, 0.484932)  0.065
H (-3.375459, -0.653188, -0.258776)  0.104
H (-3.814560, 2.716373, 1.213254)  0.118
H (-2.846853, 4.022524, 1.945856)  0.088
H (-1.672512, -2.987434, -1.064120)  0.128
H (0.008956, -4.508189, -2.019774)  0.129
H (2.465504, -3.830404, -1.932479)  0.125
H (3.055522, -1.552408, -1.167894)  0.110
I (2.058406, 0.697187, 2.685279)  0.502
C (3.565042, 2.153742, 1.261289)  -0.966
I (4.319667, 2.655994, -0.781318)  0.673
H (4.431088, 1.650330, 1.721341)  -0.064
H (3.280893, 3.126192, 1.661934)  -0.053

Atoms 1-3, force components in eV/Å:
Eu -0.1229 0.3445 -0.1486
C -0.4254 -0.1403 0.3497
C 1.0110 4.1128 -0.0665